1.
{"formula": "C13H31CuN10O5", "method": "wB97M-V/def2-TZVPD", "elements": ["H", "O", "O", "H", "C", "H", "H", "N", "H", "H", "C", "H", "C", "H", "C", "C", "H", "H", "O", "N", "H", "H", "H", "H", "C", "H", "H", "N", "H", "H", "H", "H", "C", "H", "N", "H", "N", "N", "H", "C", "N", "C", "H", "C", "H", "N", "Cu", "O", "C", "O", "H", "H", "H", "N", "H", "C", "N", "C", "H", "H"], "positions_angstrom": [[1.6122, 4.1338, 3.5460], [-3.8513, -1.1111, -3.0563], [0.9971, 3.2489, 0.4937], [-2.8534, 2.9640, -3.6524], [1.8302, -0.7057, 2.7081], [1.3958, -1.0429, 0.0153], [-4.9039, -3.0781, -4.2922], [-2.0231, 1.0119, -3.3806], [-2.0918, -3.6067, -2.2796], [3.0535, -0.7001, -0.2687], [-0.6994, 2.6689, -4.2092], [0.7881, -1.0383, 2.7441], [0.4348, 2.6775, 4.3951], [-3.6595, -4.1725, -3.7936], [2.3870, -0.3638, 4.0797], [2.5863, -2.7742, 4.7507], [1.0405, -1.4314, 5.4149], [-0.4445, 3.6873, -4.4565], [3.0606, -1.3226, -2.6941], [0.9089, 3.4381, 3.3741], [0.2366, -2.0033, -1.3763], [2.2097, 1.3473, -0.7499], [-1.3089, 3.3525, -0.4071], [-2.7880, 0.5478, -2.8886], [-0.8513, 0.4755, -3.8178], [0.7168, -2.3284, -3.0542], [-1.3946, -0.2793, -0.7566], [-2.3583, -2.6438, -2.3476], [0.8386, 0.9272, -1.6710], [2.3443, -1.5809, 2.2944], [-0.2494, -0.0766, 0.6500], [1.0031, 1.3613, -4.6759], [0.5927, 2.6004, -0.4672], [1.9458, 0.1020, 1.9849], [-0.7076, 2.7033, -0.8827], [3.4507, -0.1366, 3.9944], [-0.3197, 1.6208, 3.9551], [-4.0162, -3.2369, -3.8544], [-0.6805, 1.0456, 4.6958], [-0.0142, 1.4817, -4.3388], [0.8552, -1.8874, -2.1614], [-3.4458, -2.2776, -3.0773], [-2.0939, -1.9623, -1.6497], [-1.1796, -0.5365, 0.2899], [0.7941, 3.1449, 2.4177], [2.1547, -0.9688, -0.6370], [-1.5567, -3.8883, 1.2718], [-1.1792, -1.9434, 0.4378], [-1.9849, 2.3357, -3.7859], [0.5824, 2.9107, 5.5880], [1.9637, 0.5961, 4.3819], [2.4753, -1.2117, 6.1135], [-0.9371, 2.2916, -1.7763], [1.2647, 1.5572, -1.0262], [-1.9361, -0.1561, 0.9877], [2.0929, -1.4529, 5.1150], [2.9993, -3.7991, 4.4446], [2.1184, -1.3754, -1.9256], [-0.6915, -0.5902, -3.7232], [-0.5137, 1.4511, 2.9900]], "forces_ev_per_a": [[-0.11, 0.01, 0.24], [0.14, 0.04, 0.04], [0.24, -0.15, -0.85], [0.03, 0.04, -0.04], [0.12, -0.93, -0.29], [-0.09, -0.23, -0.06], [-0.01, 0.15, -0.03], [0.93, 1.39, -1.29], [0.15, -0.02, 0.30], [-0.05, -0.14, 0.02], [0.27, -0.02, -1.10], [-0.14, 0.40, 0.09], [-0.26, 0.64, 0.28], [-0.25, -0.13, -0.15], [0.02, 0.60, -0.28], [-0.31, 0.14, 0.00], [-0.26, -0.54, -0.79], [0.36, -0.16, -0.16], [-0.77, 0.12, -0.10], [0.27, 0.11, -0.06], [-0.35, -0.45, 0.06], [-0.23, 0.27, -0.01], [0.02, 0.11, -0.20], [-0.25, -0.70, -0.49], [-1.09, -1.16, 0.76], [-0.17, -0.29, 0.22], [0.03, 0.47, 0.07], [-0.10, 0.38, -0.46], [-0.15, -0.19, -0.07], [0.20, 0.07, 0.01], [0.15, 0.03, -0.44], [-0.05, -0.20, -0.05], [-0.36, -0.61, 1.65], [-0.10, 0.21, 0.16], [0.13, -0.21, -0.76], [0.13, -0.42, 0.08], [-0.06, -0.28, 0.63], [0.51, 0.00, 0.39], [-0.25, -0.08, -0.29], [0.56, 1.14, 0.15], [0.30, 0.52, -1.44], [-0.48, 0.32, -0.35], [0.22, -0.61, 0.46], [-0.65, -1.43, 1.70], [0.14, 0.13, -0.06], [1.53, 0.44, 0.88], [0.39, 2.28, -0.61], [0.49, -1.67, -0.42], [-1.25, -0.74, 1.69], [0.25, -0.28, -0.58], [-0.17, -0.31, 0.37], [0.72, 0.11, -0.29], [-0.28, 0.36, 0.62], [0.49, 1.06, -0.20], [-0.26, 0.55, -0.55], [-0.12, 0.85, 1.07], [0.00, -0.17, -0.11], [-0.23, -0.83, 0.69], [0.15, 0.11, 0.03], [-0.09, -0.14, -0.07]], "charge": 1, "homo_energy_ev": [-11.407, -11.407], "gap_ev": [6.711, 4.113], "multiplicity": 2, "s_squared": 0.762}

---

2.
{"formula": "C6H14N2O2", "method": "wB97M-V/def2-TZVPD", "elements": ["C", "O", "N", "C", "N", "H", "H", "H", "H", "H", "C", "H", "C", "H", "H", "O", "C", "H", "H", "C", "H", "H", "H", "H"], "positions_angstrom": [[0.5088, -2.6975, 1.3679], [0.1660, -3.7337, 1.9138], [-0.1414, -2.1262, 0.3212], [0.5773, 3.1999, 0.6459], [-0.0817, 2.9541, -0.6364], [1.8466, -1.8959, 2.8752], [-2.2289, -2.0016, 0.1040], [-1.5168, -3.6451, 0.3614], [-1.4072, -2.8204, -1.1994], [2.6434, -2.4779, 1.3857], [1.7667, -1.9698, 1.7887], [0.0467, -1.1512, 0.1316], [-0.1957, 1.6711, -1.1114], [-2.0571, 1.7182, -2.0534], [-0.8014, 2.2909, -3.1147], [0.2471, 0.7040, -0.5113], [-1.0278, 1.5300, -2.3568], [0.7495, 2.2524, 1.1358], [-0.8703, 0.5546, -2.8034], [-1.4089, -2.6831, -0.1134], [-0.0694, 3.8433, 1.2348], [1.7646, -0.9344, 1.4418], [-0.0279, 3.6895, -1.3235], [1.5177, 3.7290, 0.5157]], "forces_ev_per_a": [[0.37, 0.04, 0.28], [-0.07, -0.01, -0.18], [-0.30, -0.18, 0.36], [-0.24, 0.47, -0.48], [0.54, -0.54, 0.10], [-0.06, -0.45, -0.09], [-0.17, -0.12, 0.29], [-0.28, -0.15, 0.20], [0.06, -0.08, 0.07], [-0.06, -0.02, 0.08], [-0.01, 0.69, 0.18], [0.08, -0.10, -0.24], [0.10, 0.25, 0.10], [-0.14, -0.35, -0.14], [0.10, -0.06, 0.22], [-0.19, 0.16, 0.06], [0.25, 0.51, -0.33], [-0.01, -0.08, 0.11], [-0.24, -0.11, 0.12], [0.36, 0.44, -0.71], [-0.06, -0.08, 0.29], [0.08, -0.07, -0.28], [-0.34, -0.04, 0.05], [0.21, -0.11, -0.06]], "homo_energy_ev": -9.009, "gap_ev": 9.565, "e_above_lowest_kj_mol": 44.7}

---

3.
{"formula": "C26H35BeBrCl5F12KN3O15PS2", "method": "wB97M-V/def2-TZVPD", "elements": ["F", "O", "O", "F", "H", "C", "O", "O", "C", "C", "H", "H", "H", "F", "C", "H", "H", "H", "C", "H", "O", "H", "F", "O", "O", "Cl", "C", "Cl", "O", "H", "C", "H", "C", "C", "C", "H", "S", "N", "K", "H", "N", "F", "O", "C", "C", "H", "H", "C", "Cl", "H", "S", "H", "O", "O", "H", "N", "F", "H", "C", "H", "F", "F", "Cl", "H", "H", "P", "O", "F", "C", "H", "C", "O", "O", "C", "H", "Br", "H", "F", "F", "C", "H", "C", "Cl", "H", "H", "H", "H", "C", "F", "Be", "C", "C", "H", "C", "H", "H", "H", "C", "C", "O", "H", "C"], "positions_angstrom": [[2.5058, -5.6903, 0.1133], [-8.7097, -2.4116, 9.0869], [0.9646, 3.7654, -7.4546], [-3.2973, 1.9726, -0.1816], [0.9210, 3.1628, -6.7020], [-5.0150, 2.8514, 2.6008], [2.4756, -3.1692, 3.6568], [-2.7844, -3.6952, -5.0826], [-5.3841, -2.2898, 7.3726], [0.0789, 4.1750, -2.8071], [1.5029, 5.8799, -3.1032], [-8.3751, -3.2498, 9.4607], [2.8021, -0.2167, 0.8941], [-2.8951, 1.0150, -2.7261], [3.7623, -0.7473, 0.6348], [-4.8423, 0.1516, 5.5247], [-1.3086, -3.6725, 1.9316], [-1.9645, -3.6735, 4.3255], [5.2963, 0.3235, -3.8130], [-4.2030, 2.4116, 2.0286], [-2.1005, -7.7865, -2.9511], [1.3255, 4.8327, -4.5900], [-0.3817, 0.5223, -3.6369], [-6.8082, 0.7420, 6.1782], [-1.0950, -4.9253, -3.8586], [-5.6774, 1.6285, 3.6909], [1.5315, -3.9122, 3.5205], [6.6771, 2.4729, -4.9531], [-6.3927, -3.7947, 8.8751], [7.4347, -0.1436, -3.6158], [6.4725, -0.5622, -3.1964], [-1.0859, -5.1697, 4.5906], [-6.4682, -2.7638, 8.2312], [-7.8348, -0.7943, 7.6355], [-1.6232, -4.5894, 3.8374], [3.5888, -1.3004, -0.3866], [-3.2935, -7.0005, -3.0925], [-3.3753, -6.0298, -4.3354], [7.8068, 3.0074, -6.8104], [0.9588, -6.0138, 3.3937], [3.1499, 3.8841, -1.6930], [0.4282, 2.6114, -4.6894], [-3.9138, -6.5538, -1.8763], [-1.8107, 1.3254, -1.9216], [4.2694, 3.0696, -1.8453], [6.4040, 1.8311, -2.6371], [2.6246, -5.7035, 3.8020], [-0.4115, 2.8970, -3.5794], [-3.2191, -0.9018, -3.6923], [5.6083, -0.0246, -0.3350], [-2.4929, -4.7435, -4.1388], [3.6268, 2.1780, 0.8373], [3.6732, 4.9128, 0.8937], [1.7375, 6.0470, -0.5437], [3.4005, 5.7470, 1.3410], [4.5833, 2.7066, -3.1491], [-1.6659, 3.1472, -4.1375], [-8.7302, -0.1900, 7.6847], [1.6062, -5.3487, 3.9602], [6.3449, -1.6533, -3.4161], [-1.2601, 2.8105, 0.0004], [0.6787, 1.4408, -1.9202], [-4.3952, 4.2435, 3.4999], [5.4450, 0.5767, 1.3624], [-2.4943, -5.1628, 3.5161], [2.4694, 4.5787, -0.2251], [1.5373, 3.6192, 0.4120], [-1.5805, 0.1941, -1.1341], [-6.7416, -0.3063, 6.7942], [-0.7768, 4.9176, -2.8341], [-2.2252, 2.4696, -0.9173], [5.0203, 2.6480, -0.7643], [-4.5169, -0.6910, 5.8982], [-0.4709, 1.5706, -2.7218], [0.1668, 3.5638, -7.9585], [3.5882, -3.1924, -0.1504], [3.4727, 3.2541, -5.0807], [-2.6771, 3.6257, -1.5112], [-3.0409, -4.1096, -2.7860], [2.6745, 4.0192, -3.0661], [4.0668, -1.4495, 1.4617], [4.1302, 1.6875, -0.0486], [5.3327, -0.0059, -5.6306], [6.5419, -0.4554, -2.0764], [1.3655, -5.4117, 5.0224], [0.2482, 3.8945, -1.7207], [-5.8004, 3.1869, 1.9286], [-5.5050, -1.1428, 6.6961], [-4.3373, -8.1124, -3.5772], [0.2221, 6.5591, -5.1820], [-0.7382, -4.2588, 2.6532], [3.5645, 3.3138, -3.9712], [-0.3959, -5.1486, 2.1231], [-7.7135, -1.9424, 8.3079], [2.3364, 6.4846, -1.1892], [-4.4952, -2.9027, 7.3124], [3.2847, 1.4044, -0.7542], [1.3710, 4.8219, -3.4655], [5.7051, 1.8567, -3.5226], [0.3710, -3.4343, 3.0495], [4.2910, 0.0463, -3.3929], [4.8784, 0.3887, 0.4121]], "forces_ev_per_a": [[1.00, 1.86, -0.17], [0.87, -0.17, -0.29], [0.10, -0.03, 0.22], [1.72, 0.82, -1.22], [-0.19, -0.03, -0.13], [0.09, -0.22, -0.25], [-0.30, 0.14, -0.14], [-0.38, -1.33, -0.22], [-0.17, -0.19, 0.24], [-0.13, 0.12, -0.15], [-0.31, -1.03, -0.49], [-0.07, 0.05, 0.00], [0.68, -0.99, -0.13], [2.56, 3.65, 2.31], [0.55, 1.76, 0.23], [0.19, -0.04, -0.07], [0.25, 0.10, 0.04], [-0.03, -0.01, -0.11], [1.52, -0.52, 0.07], [-0.04, 0.06, 0.16], [-0.01, 0.70, -0.39], [0.13, -0.19, 1.26], [-0.15, 1.68, 1.53], [0.25, -0.29, 0.11], [-0.45, -0.72, -0.03], [-0.07, 0.21, -0.23], [0.11, -0.14, 0.18], [-3.16, -0.63, 5.61], [-0.37, 0.15, 0.09], [-0.90, -0.78, 0.31], [-0.20, 0.60, 0.07], [-0.03, -0.07, -0.08], [0.69, -0.23, -0.23], [0.15, 0.21, -0.18], [0.09, 0.00, 0.23], [0.19, 1.30, 1.31], [-0.44, -2.41, 1.54], [0.22, 0.22, 0.38], [2.79, 1.23, -4.68], [-0.12, 0.06, 0.12], [2.06, -0.93, -3.48], [-0.74, 0.51, 1.50], [0.28, 0.46, -0.54], [-0.56, -1.52, 1.00], [2.05, -0.20, 1.99], [-0.74, 0.24, -1.03], [-0.04, 0.17, 0.13], [-0.34, 0.35, -0.85], [-0.55, -2.49, -1.42], [-0.62, 0.77, 0.55], [1.01, 2.87, -0.23], [0.83, -0.29, -1.01], [-1.33, 0.45, -2.65], [2.52, -2.33, -0.98], [0.34, -0.57, -0.21], [-2.13, 2.01, 1.02], [1.81, -0.50, 0.89], [0.02, -0.02, 0.00], [0.19, -0.42, -0.40], [0.12, 1.13, -0.03], [-0.93, -0.45, -1.62], [-1.64, 0.81, -0.79], [0.04, 0.09, -0.06], [-0.54, -0.10, -0.88], [0.05, 0.04, -0.03], [-2.02, -0.18, 4.60], [1.13, 1.20, -1.73], [-0.04, 1.93, -1.00], [-0.64, 0.18, 0.17], [1.02, -0.84, -0.01], [-1.89, 0.08, 1.78], [-2.03, 0.66, -2.58], [-0.96, 0.17, 0.44], [0.30, -2.08, -1.90], [0.07, 0.03, 0.01], [-1.26, -3.67, -0.12], [0.25, -0.17, 1.30], [1.00, -1.52, 0.46], [-0.09, -0.33, 0.04], [0.76, -0.75, -2.38], [-0.49, 1.02, -0.89], [-0.98, -1.92, 0.99], [-0.78, -0.17, 1.15], [-0.31, 0.00, -1.12], [-0.03, 0.02, -0.04], [-0.12, 0.42, -1.26], [0.01, -0.01, 0.18], [0.95, -0.18, -0.38], [-0.08, 0.40, -0.61], [-0.54, 0.75, -0.60], [-0.28, -0.25, 0.04], [-2.06, 1.61, 2.86], [0.09, 0.06, 0.07], [-0.93, 0.20, 0.31], [-0.60, 0.46, 0.42], [-0.02, 0.02, -0.01], [1.01, 0.19, 0.73], [1.18, -1.20, 1.18], [-0.14, -1.60, 1.08], [0.21, 0.41, -0.24], [0.90, 0.51, -0.62], [-0.34, -0.42, 0.04]], "homo_energy_ev": -5.230, "gap_ev": 1.600}